## w
Here is an isolated molecule of C5H12N2 from the Open Molecules 2025 dataset. Energies are from ωB97M-V/def2-TZVPD.

Summary:
Gap between HOMO and LUMO: 5.23 eV
Lowest unoccupied orbital energy: -0.06507 Ha
HOMO level: -7.00 eV

ORCA input file:
```
! wB97M-V def2-TZVPD RIJCOSX def2/J DEFGRID3
* xyz 0 1
C -2.19452 0.48712 -0.34018
C -1.02456 -0.52110 -0.50853
C 0.14693 0.21999 -1.10892
C 1.26757 0.84295 -0.24290
N 2.18490 -0.24759 0.11403
C 1.54507 -1.07771 1.05782
N 0.30223 -0.61631 1.88181
H -2.51602 0.94918 -1.28870
H -3.13716 0.11966 0.19173
H -1.97263 1.36364 0.23097
H -1.31903 -1.46712 -0.99307
H -0.47343 -0.51213 0.89125
H -0.21984 0.98040 -1.86057
H 0.72860 -0.59597 -1.68269
H 1.91251 1.55833 -0.79514
H 0.73037 1.28864 0.60406
H 1.27961 -1.36294 0.01400
H 2.15769 -1.68321 1.70438
H 0.60170 0.27416 2.13065
*
```

Mulliken charges in e:
1. C -1.30
2. C 0.00
3. C -0.89
4. C -0.40
5. N -0.35
6. C -0.21
7. N -0.81
8. H 0.35
9. H 0.31
10. H 0.33
11. H 0.27
12. H 0.36
13. H 0.46
14. H 0.32
15. H 0.38
16. H 0.20
17. H 0.33
18. H 0.32
19. H 0.32



## x
Here is an isolated molecule of C5H12N2 from the Open Molecules 2025 dataset. Energies are from ωB97M-V/def2-TZVPD.

Summary:
Gap between HOMO and LUMO: 8.37 eV
Lowest unoccupied orbital energy: 0.04423 Ha
HOMO level: -7.17 eV
SMILES: CN/C=C/CCN

ORCA input file:
```
! wB97M-V def2-TZVPD RIJCOSX def2/J DEFGRID3
* xyz 0 1
C -1.81428 0.48339 -1.96002
C -0.37415 0.61859 -1.40582
C -0.07937 -0.06415 -0.09722
C 1.17990 0.06013 0.65683
N 1.26808 -0.64133 1.88165
C 2.10343 -0.03344 2.95885
N -2.16667 -0.91318 -2.18752
H -2.43027 0.71118 -1.08248
H -1.96644 1.19104 -2.76939
H 0.35026 0.30919 -2.22714
H 0.06525 1.64037 -1.05632
H -0.87239 -0.78857 0.20944
H 1.91303 0.89514 0.49616
H 0.34579 -1.01225 2.21225
H 2.76573 0.59326 2.39153
H 1.42660 0.50080 3.78305
H 2.66098 -0.87134 3.49812
H -1.37570 -1.48998 -2.50527
H -2.99977 -1.18886 -2.79672
*
```

Mulliken charges in e:
1. C -0.60
2. C -0.45
3. C -0.24
4. C -0.22
5. N -0.29
6. C -0.72
7. N -0.51
8. H 0.29
9. H 0.31
10. H 0.26
11. H 0.26
12. H 0.29
13. H 0.20
14. H 0.25
15. H 0.35
16. H 0.21
17. H 0.22
18. H 0.20
19. H 0.20



## y
Here is an isolated molecule of C5H12N2 from the Open Molecules 2025 dataset. Energies are from ωB97M-V/def2-TZVPD.

Summary:
Gap between HOMO and LUMO: 9.23 eV
Lowest unoccupied orbital energy: 0.03891 Ha
HOMO level: -8.17 eV
SMILES: C=C[C@@H](C)N(C)N

ORCA input file:
```
! wB97M-V def2-TZVPD RIJCOSX def2/J DEFGRID3
* xyz 0 1
C -2.53404 -0.67645 0.35928
C -1.27865 -0.99779 0.09957
C -0.51230 1.48321 -0.49540
C 1.57834 0.24328 1.07456
C 0.03607 0.10160 -0.70882
N 2.12595 -1.17587 -0.76425
N 1.30917 -0.09739 -0.33529
H -3.23260 -1.44599 0.52936
H -2.75283 0.35460 0.47341
H -0.99157 -2.02408 0.10406
H 0.32670 2.22722 -0.30051
H -1.34290 1.46750 0.18567
H -0.92407 1.92233 -1.49158
H 1.44251 1.35587 1.23644
H 0.91494 -0.24967 1.75426
H 2.56677 -0.13851 1.34972
H -0.03476 -0.03299 -1.80735
H 3.06956 -0.95258 -0.68141
H 1.93060 -1.94150 -0.15913
*
```

Mulliken charges in e:
1. C -0.72
2. C -0.15
3. C -1.09
4. C -0.97
5. C 0.15
6. N -0.79
7. N 0.17
8. H 0.27
9. H 0.26
10. H 0.26
11. H 0.39
12. H 0.15
13. H 0.25
14. H 0.26
15. H 0.33
16. H 0.40
17. H 0.34
18. H 0.26
19. H 0.24



Most stable to least stable: x, y, w



## w
Here is a cluster of 2 separate species, C4H9N3O2 in total from the Open Molecules 2025 dataset. Energies are from ωB97M-V/def2-TZVPD.

Summary:
Gap between HOMO and LUMO: 8.25 eV
Lowest unoccupied orbital energy: 0.02281 Ha
HOMO level: -7.63 eV

ORCA input file:
```
! wB97M-V def2-TZVPD RIJCOSX def2/J DEFGRID3
* xyz 0 1
C -1.28257 -1.88468 -0.14661
C 0.93829 1.09495 -1.11505
C 0.21790 0.93658 1.21049
C -1.21485 0.14420 -0.57271
N -0.31797 -2.20503 0.45921
N -0.16767 0.79387 -0.19571
N -2.51096 0.38600 0.01570
O -3.51688 0.02958 -0.56739
O -2.61027 0.90185 1.11097
H -2.11120 -2.25534 -0.68381
H 1.32474 0.24962 -1.75193
H 0.58032 1.89180 -1.79059
H 1.80539 1.62421 -0.52535
H 1.03094 0.08508 1.48996
H 0.76547 1.90824 1.36199
H -0.56852 0.96832 2.00106
H -1.28396 0.02517 -1.61743
H -0.11479 -3.13352 0.69857
*
```

Mulliken charges in e:
1. C -0.16
2. C -0.92
3. C -0.90
4. C -0.59
5. N -0.32
6. N 0.14
7. N 0.99
8. O -0.63
9. O -0.63
10. H 0.41
11. H 0.31
12. H 0.36
13. H 0.26
14. H 0.28
15. H 0.36
16. H 0.27
17. H 0.53
18. H 0.24



## x
Here is a structure of composition C4H9N3O2 from the Open Molecules 2025 dataset. Energies are from ωB97M-V/def2-TZVPD.

Summary:
Gap between HOMO and LUMO: 8.91 eV
Lowest unoccupied orbital energy: 0.02710 Ha
HOMO level: -8.17 eV

ORCA input file:
```
! wB97M-V def2-TZVPD RIJCOSX def2/J DEFGRID3
* xyz 0 1
C 0.15712 -1.05648 0.40059
C -0.50208 -2.04003 -0.63667
C -1.68931 1.33596 0.11183
C -0.19389 1.52967 0.15269
N 2.81939 0.65759 -0.30247
N 0.46061 0.24032 -0.17497
N 1.74476 -0.09226 0.18950
O 3.97016 0.34960 -0.20614
O 1.48028 -1.38406 0.74538
H -0.41012 -0.94102 1.26448
H -1.28721 -1.40445 -1.02365
H -0.72867 -2.99172 -0.06390
H 0.08390 -2.44743 -1.35448
H -2.15847 0.78458 0.98883
H -2.17532 2.41038 0.15039
H -1.89398 0.81601 -0.82706
H 0.05594 2.20691 -0.54574
H 0.26687 2.02643 1.13141
*
```

Mulliken charges in e:
1. C 0.17
2. C -1.14
3. C -0.95
4. C -0.34
5. N -0.12
6. N 0.11
7. N 0.41
8. O -0.48
9. O -0.41
10. H 0.33
11. H 0.30
12. H 0.29
13. H 0.35
14. H 0.25
15. H 0.33
16. H 0.28
17. H 0.36
18. H 0.29



## y
Here is a cluster of 2 separate species, C4H9N3O2 in total from the Open Molecules 2025 dataset. Energies are from ωB97M-V/def2-TZVPD.

Summary:
Gap between HOMO and LUMO: 8.35 eV
Lowest unoccupied orbital energy: 0.02540 Ha
HOMO level: -7.66 eV
SMILES: NC(N)=C=O.CC(N)=O

ORCA input file:
```
! wB97M-V def2-TZVPD RIJCOSX def2/J DEFGRID3
* xyz 0 1
C 1.55271 -0.59251 0.21930
C -1.27953 1.54079 0.21050
C 1.34318 -0.87980 -1.04205
C -1.55343 0.08866 -0.08956
N 1.15289 -1.52322 1.22026
N 1.88064 0.71268 0.68732
N -1.78800 -0.19032 -1.39186
O 1.33374 -1.34567 -2.12792
O -1.57797 -0.77602 0.76466
H 1.10773 -2.46475 0.84791
H 0.22753 -1.28965 1.58642
H 1.94132 0.67511 1.69825
H 2.76222 1.04192 0.30909
H -1.63534 0.49264 -2.11184
H -1.87764 -1.15395 -1.67058
H -1.70796 2.19378 -0.54362
H -1.68349 1.78843 1.18817
H -0.19861 1.68189 0.24555
*
```

Mulliken charges in e:
1. C -0.15
2. C -1.06
3. C 0.63
4. C 0.86
5. N -0.61
6. N -0.48
7. N -0.41
8. O -0.46
9. O -0.71
10. H 0.29
11. H 0.29
12. H 0.25
13. H 0.22
14. H 0.18
15. H 0.23
16. H 0.36
17. H 0.29
18. H 0.27



## z
Here is an isolated molecule of C4H9N3O2 from the Open Molecules 2025 dataset. Energies are from ωB97M-V/def2-TZVPD.

Summary:
Gap between HOMO and LUMO: 9.98 eV
Lowest unoccupied orbital energy: 0.02536 Ha
HOMO level: -9.29 eV
SMILES: CN(C/N=C\N)C(=O)O

ORCA input file:
```
! wB97M-V def2-TZVPD RIJCOSX def2/J DEFGRID3
* xyz 0 1
C -0.53347 -0.27015 -0.05203
C 1.29356 -1.50444 -1.12859
N 0.71738 -0.97924 0.08901
C 1.46112 -0.94747 1.20972
N -2.32510 1.99295 -0.18176
C -1.12059 1.88968 -0.81400
O 0.84076 -0.33233 2.25416
N -0.31301 0.92247 -0.82452
O 2.55613 -1.44469 1.33440
H 1.43828 -0.38147 3.01369
H -2.54935 1.32560 0.53801
H -2.75257 2.89787 -0.09193
H -0.92320 -0.07420 0.95479
H -1.23610 -0.93115 -0.58288
H -0.86482 2.74282 -1.43257
H 1.33802 -0.71359 -1.87772
H 2.29403 -1.86654 -0.90560
H 0.67894 -2.32611 -1.50219
*
```

Mulliken charges in e:
1. C -0.65
2. C -1.02
3. N 0.12
4. C 0.70
5. N -0.38
6. C 0.02
7. O -0.52
8. N -0.42
9. O -0.64
10. H 0.35
11. H 0.20
12. H 0.23
13. H 0.38
14. H 0.30
15. H 0.35
16. H 0.35
17. H 0.35
18. H 0.27



Most stable to least stable: z, y, w, x